(1)
22
Properties=species:S:1:pos:R:3:forces:R:3:mulliken_charge:R:1 method="wB97M-V/def2-TZVPD" gap_ev=9.82 total_charge=+1 e_tot_ha=-454.19884 e_lumo_ev=-3.7
O -0.886715 -0.039952 0.867108 -3.644 2.668 -0.725 -0.7766
N -0.813625 1.742739 -0.355314 2.444 0.405 -1.982 -0.3375
N 1.363408 -1.434248 -0.775118 -1.211 1.631 -0.589 -0.1669
N 2.571231 0.583416 -0.658295 -1.538 -4.767 -3.984 -0.4390
N 1.667221 -0.388483 1.349180 4.355 -0.818 0.758 -0.3340
C 1.910705 -0.487427 0.038552 -1.089 1.096 -3.348 0.3827
C -1.599134 0.928838 0.341235 2.627 -3.265 3.369 0.7588
C 0.158594 -2.238677 -0.439957 -0.069 -0.650 -0.675 -0.8147
C -3.076609 1.223652 0.605402 0.526 -0.204 0.030 -1.1741
H 0.439355 -2.908129 0.313877 0.071 -0.801 1.425 0.3247
H 1.296598 -1.208921 -1.793139 0.861 -0.013 1.274 0.3158
H 2.507805 -0.106673 1.901008 -1.020 -0.114 -0.704 0.2763
H -1.078454 2.323019 -1.115925 -1.075 0.812 -0.171 0.2587
H -0.290420 -2.860904 -1.227541 1.383 0.183 -0.606 0.3726
H -3.749402 0.414438 0.607275 0.005 -2.133 -0.608 0.3639
H 0.849661 -0.000531 1.712438 -2.348 0.100 0.177 0.2678
H -3.439707 1.804037 -0.181611 -0.493 1.386 -1.248 0.3593
H -3.523716 1.610583 1.524198 1.558 0.800 0.444 0.3135
H 3.316748 0.998943 -0.219099 2.005 1.336 1.508 0.2665
H 0.196023 1.427962 -0.562761 -2.351 0.377 1.032 0.2401
H -0.698642 -1.658269 -0.202924 -0.090 0.824 0.858 0.2657
H 2.879074 0.274587 -1.728588 -0.907 1.149 3.764 0.2763

(2)
14
Properties=species:S:1:pos:R:3:forces:R:3:mulliken_charge:R:1 method="wB97M-V/def2-TZVPD" gap_ev=8.22 e_tot_ha=-320.78038 e_lumo_ev=0.3
N 1.343249 -0.102276 -1.998519 -0.080 0.115 0.430 -0.6371
N -1.478745 1.118343 1.844614 -0.063 -0.005 -0.235 -0.6304
N 0.182450 -1.298881 -0.237198 -0.020 0.122 0.051 -0.1481
C 0.930544 -0.081668 -0.609337 -0.033 0.039 -0.219 0.5487
C 0.196736 1.076776 -0.004289 -0.052 -0.419 0.188 -1.1397
C -0.690893 0.450704 0.868832 0.014 0.171 -0.151 0.7682
C -0.707784 -0.945506 0.674249 0.089 -0.041 -0.102 -0.6287
H 1.792407 -0.051803 0.079771 0.125 -0.186 -0.125 0.1598
H -1.327678 -1.696326 1.161902 0.089 0.152 -0.056 0.3772
H -2.468910 0.933936 1.722205 0.058 0.071 0.067 0.2573
H -1.316985 2.112189 1.709770 -0.103 -0.108 0.137 0.3032
H 0.904073 0.679414 -2.471399 0.129 -0.078 -0.032 0.2657
H 2.347817 0.005147 -2.063479 -0.155 0.064 -0.126 0.2799
H 0.293719 -2.200050 -0.677120 0.004 0.102 0.175 0.2240

(3)
20
Properties=species:S:1:pos:R:3:forces:R:3:mulliken_charge:R:1 method="wB97M-V/def2-TZVPD" gap_ev=11.15 e_tot_ha=-274.11377 smiles=CC(C)O.CC e_lumo_ev=1.0
O -1.414882 1.157997 -2.302804 0.200 0.125 0.021 -0.5468
C 0.869766 -0.267881 3.425185 0.340 0.224 -0.176 -0.8929
C 0.421968 0.762226 2.371196 -0.077 -0.200 -0.098 -0.4476
C -0.756197 0.077750 -1.615864 -0.805 0.094 -0.583 0.6987
C 0.746376 0.275778 -1.582571 -0.250 0.303 0.068 -1.4414
C -1.191734 -1.272301 -2.212447 0.618 -0.413 0.396 -1.0916
H 1.232576 -1.186498 2.962680 -0.132 -0.017 -0.017 0.3031
H -1.202346 0.152522 -0.632322 0.249 -0.064 0.440 0.1192
H 1.055649 0.749802 -2.514669 0.206 -0.277 -0.216 0.4832
H -0.639482 0.982008 2.460908 -0.068 0.065 0.035 0.2963
H -1.686144 -1.155154 -3.173122 -0.085 0.049 0.045 0.2822
H -0.841813 1.489948 -3.003477 -0.053 -0.139 0.045 0.2949
H 0.566775 0.381548 1.360643 0.052 0.008 -0.002 -0.1618
H 1.706711 0.109316 4.018939 -0.185 -0.006 0.058 0.2488
H -0.326281 -1.934896 -2.336474 -0.102 0.120 -0.189 0.2872
H -1.834611 -1.803034 -1.506637 -0.252 0.115 -0.253 0.2902
H 1.027501 0.971720 -0.798648 0.103 0.013 0.171 0.3132
H 0.054147 -0.526339 4.093975 0.018 -0.043 0.125 0.2633
H 1.256856 -0.674597 -1.449402 0.184 0.084 0.031 0.3471
H 0.955163 1.710086 2.434911 0.040 -0.042 0.098 0.3548

(4)
18
Properties=species:S:1:pos:R:3:forces:R:3:mulliken_charge:R:1 method="wB97M-V/def2-TZVPD" gap_ev=10.55 e_tot_ha=-347.14083 smiles=CO.CO.CO e_lumo_ev=0.7
O 3.369306 1.134875 0.337234 0.173 2.030 0.409 -0.5518
O -4.835444 -2.211445 -0.312946 0.921 -0.220 0.158 -0.5090
O 1.190426 -0.440485 0.440994 -1.790 -0.749 -1.030 -0.5085
C 0.417826 -0.502335 -0.794086 0.782 0.627 0.532 -0.2904
C 2.959126 2.411145 0.968214 0.127 -1.080 0.406 -0.5688
C -3.515884 -1.658065 -0.204896 -0.977 2.067 -0.592 -0.6273
H 1.958386 2.666515 0.619774 0.094 0.146 0.113 0.2258
H -2.667794 -2.202905 -0.619606 -0.252 -0.615 0.498 0.2205
H -0.579724 -0.924705 -0.673276 0.290 -0.288 0.568 -0.0439
H -3.565024 -0.740885 -0.791806 -0.044 -0.109 -0.763 0.2684
H 2.024876 -0.009775 0.241534 0.321 0.252 -0.053 0.3937
H 2.976396 2.271285 2.049064 -0.357 -0.313 -0.102 0.2220
H 3.747036 1.457315 -0.484316 0.184 -0.513 -0.312 0.3036
H 0.942356 -1.046155 -1.579726 0.049 -0.262 0.065 0.2641
H 3.671906 3.222835 0.822634 0.049 -0.129 -0.591 0.3328
H 0.236656 0.498585 -1.185806 0.076 0.284 -0.005 0.2433
H -4.972794 -2.799245 0.433524 -0.012 -0.108 0.001 0.2997
H -3.357634 -1.126555 0.733484 0.366 -1.021 0.699 0.3257

(5)
22
Properties=species:S:1:pos:R:3:forces:R:3:mulliken_charge:R:1 method="wB97M-V/def2-TZVPD" gap_ev=9.33 e_tot_ha=-420.68563 smiles=NCC[C@H](N)CO.O e_lumo_ev=0.7
O -1.444700 1.062159 2.567370 0.308 0.004 -0.026 -0.5159
O -2.526436 -3.376191 -0.573989 -3.109 1.419 3.288 -0.6151
N -1.583281 0.150888 -0.576112 1.723 -0.639 5.905 -0.5132
N 3.149482 0.447960 -0.374189 1.596 -0.155 0.050 -0.6019
C 1.972648 -0.292816 -0.726492 -2.286 1.421 2.205 -0.1206
C -0.369865 0.402460 0.272031 -2.025 -0.661 0.382 0.3308
C -0.822493 1.484699 1.362455 0.992 -0.170 -0.850 -0.5097
C 0.776068 0.780862 -0.669966 2.862 0.692 5.207 -1.0043
H -2.049723 -0.673334 -0.637962 -1.102 -3.154 0.532 0.1207
H 1.238643 1.802683 -0.253365 -0.619 -2.142 -0.116 0.1777
H -1.888890 0.226149 2.506030 -0.418 -0.578 -0.474 0.2795
H -1.647417 0.561787 -1.385177 0.270 3.158 -5.205 0.1548
H 1.984854 -0.799835 -1.694103 0.229 -0.183 0.377 0.2585
H 1.714720 -0.943905 0.200230 0.578 0.205 -2.072 0.1825
H -1.902597 -3.705694 -1.131210 2.833 -1.732 -2.162 0.2968
H 2.932907 1.376712 -0.094028 -0.273 0.422 0.443 0.2486
H -0.029195 -0.494375 0.928983 -0.883 1.051 -1.409 0.1767
H 0.112398 1.905084 1.750750 -0.231 0.651 -0.427 0.3062
H -2.549610 -3.881705 0.267069 0.293 0.376 -1.125 0.3196
H 3.885874 0.582403 -1.034024 0.277 -0.646 -0.732 0.2232
H -1.514975 2.181742 0.839593 0.791 -0.094 0.329 0.2336
H 0.561591 1.202277 -1.543887 -1.805 0.753 -4.119 0.5717

(6)
9
Properties=species:S:1:pos:R:3:forces:R:3:mulliken_charge:R:1 method="wB97M-V/def2-TZVPD" gap_ev="3.40 / 9.62" e_tot_ha=-421.73543 e_lumo_ev="-2.4 / 0.2"
Pb -1.023785 0.681135 -3.630440 -6.052 0.769 -1.810 0.2054
O 0.004709 -1.090223 2.135266 -0.630 0.174 -0.249 -0.3384
O 0.960650 0.781256 -3.599660 4.069 -0.128 0.661 -0.5107
C 0.957190 0.488007 -2.319232 1.246 -0.233 0.822 0.1920
C 0.088537 -0.418368 -1.764620 0.769 -0.841 1.148 -0.7883
H 0.893685 -1.318879 2.418020 0.638 -0.169 0.217 0.3328
H 1.618325 1.084822 -1.671329 -0.311 -0.053 -0.176 0.3286
H -0.321401 -1.229039 -2.394643 0.318 0.251 0.521 0.2938
H 0.049160 -0.559436 -0.658512 -0.048 0.230 -1.134 0.2847